10
Properties=species:S:1:pos:R:3:mulliken_charge:R:1 method="wB97M-V/def2-TZVPD" e_above_lowest_kcal_mol=66.1 smiles="C#C.C=C" total_energy_ev=-4241.096
C 1.3617 -1.2759 1.7136 -0.375
C 1.0568 -0.9488 0.6096 -0.404
H 1.4330 -1.6175 2.7764 0.347
H 0.8309 -0.6384 -0.3643 0.450
C -1.3205 0.6826 -0.4825 -0.658
C -0.8091 1.2185 -1.5469 -0.454
H -0.9354 -0.1994 -0.3623 0.446
H -1.8678 1.3087 0.2285 0.195
H -0.1484 0.8336 -2.3694 0.229
H -1.0454 2.2552 -1.6718 0.224